(1)
Molecular formula: C35H31GeN2OPtS2
Method: DFT, the ωB97M-V functional and the def2-TZVPD basis

- Kohn-Sham gap (spin up / spin down) (eV) = 6.96 / 7.34
- E_LUMO (spin up / spin down) (eV) = -0.908 / -1.127
- energy relative to the best compared isomer or geometry (same formula, charge and spin) (kJ/mol) = 82.6
- <S²> = 0.754
- calculated total energy (eV) = -123258.80966
- HOMO energy (spin up / spin down) (hartree) = -0.2891 / -0.3113

The geometry in ORCA input format:
```
! RIJCOSX wB97M-V def2-TZVPD def2/J DEFGRID3
* xyz 0 2
Pt 0.85643 -1.97596 -0.71611
C -4.22442 1.47667 -4.25157
C -3.18459 1.85664 -3.18999
C -3.49080 3.26008 -2.64963
C -1.80402 1.88523 -3.84499
C -3.24548 0.84997 -2.04162
C -4.44162 0.71340 -1.30329
C -4.56606 -0.16112 -0.24587
C -3.45615 -0.93247 0.09924
S -3.24491 -2.07309 1.39504
C -1.60988 -2.31583 0.89656
N -1.26302 -1.64103 -0.15627
C -2.27852 -0.82092 -0.62703
C -2.16503 0.06484 -1.69633
C -0.60578 -3.14895 1.54370
C -0.84521 -3.92084 2.67484
C 0.16788 -4.71744 3.17909
C 1.40086 -4.74410 2.53655
C 1.64353 -3.94918 1.42309
C 0.64771 -3.12157 0.91636
H -4.18692 2.18496 -5.08232
H -5.23776 1.48761 -3.84681
H -4.02875 0.47749 -4.64577
H -3.42016 3.99371 -3.45595
H -2.77769 3.53414 -1.86993
H -4.49549 3.32206 -2.22791
H -1.80423 2.61607 -4.65565
H -1.53643 0.91626 -4.27232
H -1.02883 2.17680 -3.13176
H -5.29923 1.31828 -1.56987
H -5.49845 -0.24092 0.29763
H -1.21708 0.12119 -2.21447
H -1.81657 -3.90060 3.15707
H -0.00235 -5.32296 4.05911
H 2.19198 -5.37573 2.92231
H 2.61367 -3.98472 0.94304
O 1.21328 -2.62187 -5.14959
S 0.57407 -2.07584 -3.97104
N 1.32468 -1.97685 -2.71235
C -1.75035 3.12688 0.84512
C -0.60153 3.34922 0.10149
C 0.39485 2.38040 0.05108
C 0.25402 1.17308 0.73669
C -0.91130 0.96611 1.48007
C -1.90277 1.93440 1.54076
Ge 1.66489 -0.16744 0.66762
C 3.23001 0.58286 -0.19067
C 4.40668 0.79378 0.52775
C 5.51881 1.35159 -0.09260
C 5.46857 1.70089 -1.43345
C 4.30399 1.49359 -2.16091
C 3.19537 0.93339 -1.54332
C 2.15527 -0.64661 2.49781
C 1.52140 -0.11651 3.62051
C 1.88697 -0.51381 4.90307
C 2.90982 -1.43200 5.08185
C 3.57273 -1.94837 3.97542
C 3.18877 -1.56543 2.69966
H -2.52514 3.88256 0.88722
H -0.47659 4.27902 -0.44016
H 1.29279 2.57530 -0.52340
H -1.05041 0.03801 2.02409
H -2.79528 1.75733 2.12859
H 4.45714 0.53415 1.57722
H 6.42635 1.51331 0.47552
H 6.33968 2.12667 -1.91539
H 4.26221 1.76223 -3.20874
H 2.29932 0.75320 -2.12877
H 0.74382 0.62838 3.50569
H 1.37355 -0.09946 5.76205
H 3.19583 -1.74020 6.07967
H 4.38555 -2.65215 4.10857
H 3.70630 -1.98778 1.84470
*
```

(2)
Molecular formula: C35H32ClN5O4PPd
Method: DFT, the ωB97M-V functional and the def2-TZVPD basis

- Kohn-Sham gap (spin up / spin down) (eV) = 7.97 / 4.83
- E_LUMO (spin up / spin down) (eV) = -8.560 / -11.929
- energy relative to the best compared isomer or geometry (same formula, charge and spin) (kJ/mol) = 23.4
- <S²> = 6.046
- calculated total energy (eV) = -77716.87245
- HOMO energy (spin up / spin down) (hartree) = -0.6076 / -0.6160

The geometry in ORCA input format:
```
! RIJCOSX wB97M-V def2-TZVPD def2/J DEFGRID3
* xyz 3 5
Pd 0.44882 0.56472 -0.19752
O -2.36699 -3.06844 3.94338
C -1.71662 -2.14316 4.60375
O -1.82987 -2.00202 5.78268
C -0.79562 -1.16633 3.84080
C -0.15259 -0.15800 4.48368
Cl -0.19093 0.20982 6.11796
N 0.50565 0.63465 3.51247
N 0.27633 0.12954 2.25134
C -0.46800 -0.94286 2.43602
C -0.87516 -1.72280 1.17921
O -1.62097 -2.67475 1.25530
O -0.39716 -1.31812 0.05435
C 1.26643 1.75425 3.65541
C 1.95165 2.06082 4.88550
C 2.71178 3.18540 4.96529
C 2.83481 4.04073 3.84879
C 2.16783 3.74434 2.62977
C 1.40594 2.62960 2.52607
H -2.17793 -3.06359 2.98531
H 1.90822 1.39285 5.72125
H 3.23564 3.41242 5.88607
H 3.45304 4.92975 3.91966
H 2.25849 4.41598 1.78642
H 0.88143 2.42428 1.62152
C 6.90259 -0.29688 -0.20643
C 5.43633 0.01014 -0.17554
C 4.66132 -0.19059 0.96696
C 3.30600 0.06529 0.94231
N 2.66810 0.53218 -0.14862
C 3.41890 0.74098 -1.24758
C 4.76984 0.49817 -1.29926
H 7.31000 -0.42200 0.79317
H 7.45857 0.48357 -0.72660
H 7.07122 -1.22718 -0.75578
H 5.11255 -0.56713 1.87831
H 2.70402 -0.13202 1.81313
H 2.91229 1.15558 -2.11062
H 5.30865 0.69072 -2.22027
N -0.51256 0.38425 -3.21308
N 0.42026 -0.23013 -2.34522
H -0.94990 -0.26413 -3.85517
H -0.11561 1.17814 -3.69122
H 1.34580 -0.32982 -2.73794
H 0.08390 -1.14453 -2.07569
C -2.60050 6.08610 -0.27141
C -3.65089 5.17596 -0.15382
C -3.39717 3.81574 -0.17064
C -2.08361 3.36555 -0.31876
C -1.03684 4.27490 -0.44223
C -1.29887 5.63870 -0.41790
P -1.77088 1.59566 -0.30134
C -2.64368 0.87102 -1.74163
C -3.20898 1.69436 -2.75266
C -3.99308 1.12739 -3.71673
C -4.22776 -0.28149 -3.71998
C -3.61849 -1.11997 -2.77802
C -2.80751 -0.57044 -1.82238
C -2.66025 1.02994 1.19795
C -3.55218 -0.03577 1.26375
C -4.16143 -0.36482 2.47392
C -3.89981 0.37615 3.61191
C -3.02017 1.45392 3.54708
C -2.40150 1.77680 2.35015
H -2.80425 7.14911 -0.24722
H -4.66860 5.53091 -0.04127
H -4.21548 3.10997 -0.05707
H -0.01625 3.92305 -0.57542
H -0.48937 6.35083 -0.52438
H -3.05758 2.76526 -2.73179
H -4.45509 1.75366 -4.47157
H -4.87752 -0.70985 -4.47525
H -3.78622 -2.18974 -2.80839
H -2.29520 -1.21176 -1.11294
H -3.79738 -0.62371 0.38986
H -4.85420 -1.19644 2.51708
H -4.38795 0.12669 4.54625
H -2.83256 2.05499 4.43138
H -1.73513 2.63340 2.30317
*
```

(3)
Molecular formula: C35H32F9NO6S3
Method: DFT, the ωB97M-V functional and the def2-TZVPD basis

- Kohn-Sham gap (eV) = 7.43
- E_LUMO (eV) = -0.614
- calculated total energy (eV) = -107545.18272
- HOMO energy (hartree) = -0.2957

The geometry in ORCA input format:
```
! RIJCOSX wB97M-V def2-TZVPD def2/J DEFGRID3
* xyz 0 1
C 6.83868 -1.58218 4.03237
C 6.48339 -2.22263 3.06108
C 6.20134 -3.12040 1.88376
C 4.64458 -3.32567 1.76952
C 4.00594 -1.87988 1.70171
C 2.70608 -1.85587 0.88182
C 1.43239 -1.86431 1.46679
S 1.43904 -1.96602 3.28417
C 0.22844 -1.80689 0.69960
S -1.39840 -1.82896 1.44547
O -2.00634 -0.55758 1.09005
O -1.44365 -1.95002 2.87140
C -2.47502 -3.11563 0.61574
F -1.60659 -3.97070 -0.01437
F -3.23105 -2.60537 -0.37254
C -3.32130 -4.02207 1.56850
F -2.58645 -4.52636 2.58967
F -3.65146 -5.12269 0.83867
C -4.58764 -3.37777 2.20659
F -5.11253 -4.32594 3.03308
F -4.31765 -2.32587 3.00714
C -5.74744 -2.94238 1.23653
F -5.76057 -1.62201 0.99204
F -5.80562 -3.60562 0.07844
F -6.91485 -3.19417 1.88107
C 0.35426 -1.75074 -0.72233
C 1.64751 -1.78679 -1.29768
C 2.83087 -1.82975 -0.54367
C 4.20530 -1.86891 -1.19405
C 4.80205 -0.36007 -1.21337
C 3.69142 0.76342 -1.39921
O 4.73031 0.29543 -2.46315
S 1.87232 -1.78674 -3.09426
C 0.32981 -1.05238 -3.63328
C 0.31822 -0.45692 -4.90502
C -0.86414 0.11263 -5.39000
C -2.00312 0.04246 -4.56305
C -1.97786 -0.53675 -3.28706
C -3.31274 -0.54575 -2.51164
O -4.19549 0.48629 -2.98885
C -4.06586 1.56181 -2.08816
C -4.96106 1.54618 -0.99878
C -4.95071 2.57123 -0.04887
C -3.99971 3.60736 -0.20691
C -3.10140 3.59932 -1.27437
C -3.11101 2.56748 -2.24782
C -0.76853 -1.10612 -2.78427
N -0.84582 -1.70033 -1.48263
H 7.40201 -0.97831 4.72969
H 6.55813 -2.65487 0.94266
H 6.73485 -4.08194 1.99993
H 4.44042 -3.83206 0.80653
H 4.24113 -3.88614 2.62871
H 4.77824 -1.25030 1.21552
H 3.88608 -1.47443 2.71518
H 0.82889 -0.79189 3.60807
H 4.96509 -2.41119 -0.61400
H 4.21484 -2.20423 -2.24091
H 5.64892 -0.12444 -0.52831
H 4.04936 1.80519 -1.45848
H 2.87645 0.54587 -2.10554
H 1.24413 -0.44266 -5.49009
H -0.85850 0.58594 -6.37699
H -2.92831 0.46810 -4.97250
H -3.81263 -1.51012 -2.74704
H -3.18961 -0.42502 -1.42118
H -5.68284 0.72431 -0.90752
H -5.65855 2.55847 0.78862
H -4.01657 4.41164 0.54218
H -2.37416 4.42428 -1.39268
H -2.40194 2.56154 -3.08572
H -1.45871 -1.06621 -0.95597
C 1.56705 6.54893 2.60740
C 0.17485 5.95250 2.61603
O -0.41332 5.98475 1.31098
C -0.23784 5.02435 0.38912
C 0.86000 4.00952 0.58227
O -0.90850 5.03195 -0.60978
H 2.24547 5.97492 1.97478
H 1.97792 6.57646 3.61756
H 1.54235 7.56433 2.21013
H 0.15598 4.94302 3.02954
H -0.47312 6.55789 3.24944
H 1.77471 4.38060 0.11986
H 0.56187 3.08559 0.08902
H 1.04801 3.75828 1.62357
*
```